1.
ORCA calculation (ωB97M-V/def2-TZVPD) on a molecular structure, C42H96BMgN3O33.

Output
Highest occupied orbital energy   -7.764 eV
Maximum force   0.1338 Eh/bohr
LUMO energy   -3.04 eV

Last column: Mulliken charge in e.
Positions of all 176 atoms, in Å:
Mg  3.0603  -3.1354  5.8415  2.358
O  0.5752  -1.5468  3.7650  -0.716
C  0.2296  -0.9940  2.6970  0.809
O  0.8212  0.0721  2.1697  -0.392
B  0.0520  0.5411  0.9933  0.791
O  -0.9254  -0.6047  0.7242  -0.317
C  -0.9629  -1.4146  1.7969  0.409
O  -1.6651  -2.4249  1.9935  -0.641
O  0.8591  0.7356  -0.2499  -0.399
C  0.5674  1.8769  -0.8236  0.683
O  1.0141  2.2685  -1.9151  -0.686
C  -0.4553  2.5974  0.0522  0.568
O  -0.5469  1.8939  1.1676  -0.476
O  -1.0299  3.6817  -0.1616  -0.663
N  4.2730  -4.3359  2.0184  0.958
O  4.1454  -3.8032  3.0983  -0.732
O  3.4556  -5.1363  1.7122  -0.644
O  5.1362  -4.0190  1.2323  -0.604
C  -5.1704  -1.6511  5.4295  -0.748
N  -3.8654  -1.8623  6.1128  0.895
O  -3.4818  -3.0222  6.2043  -0.528
O  -3.2142  -0.9273  6.5108  -0.529
H  -5.0677  -2.2238  4.5078  0.319
H  -5.4104  -0.6155  5.1885  0.297
H  -5.9497  -2.1392  6.0147  0.296
C  -3.0507  6.5799  -4.7752  -0.627
N  -4.2160  6.6383  -5.7078  0.848
O  -5.1877  5.9599  -5.4189  -0.513
O  -4.0916  7.4908  -6.5773  -0.516
H  -2.1102  6.7461  -5.3004  0.282
H  -3.0483  5.5715  -4.3614  0.259
H  -3.2234  7.2603  -3.9413  0.267
C  3.8089  9.2898  6.3448  -0.745
O  3.4950  8.1282  5.5895  -0.312
C  2.0932  8.1546  5.1605  -0.570
C  1.8550  7.4606  3.7552  -0.487
O  2.5225  8.2364  2.7071  -0.302
C  2.2795  7.7086  1.4074  -0.704
H  3.7349  10.2622  5.8578  0.310
H  4.7702  9.0950  6.8202  0.268
H  3.1235  9.4177  7.1827  0.315
H  1.7002  9.1692  5.0962  0.354
H  1.4469  7.6245  5.8600  0.345
H  0.7910  7.3838  3.5316  0.392
H  2.2470  6.4456  3.8192  0.316
H  2.6118  8.4153  0.6470  0.248
H  1.2225  7.5285  1.2113  0.292
H  2.8514  6.7917  1.2642  0.283
C  -3.9106  -2.9565  -6.6876  -0.832
O  -2.9294  -2.5758  -5.7368  -0.253
C  -3.0019  -1.3097  -5.1176  -0.287
C  -2.8822  -0.0922  -6.1392  -0.588
O  -1.6327  -0.0870  -6.9042  -0.371
C  -0.5421  0.5301  -6.2696  -0.603
H  -4.8830  -3.0214  -6.1994  0.345
H  -3.7717  -3.9593  -7.0915  0.254
H  -3.9505  -2.3014  -7.5579  0.308
H  -2.1721  -1.2163  -4.4170  0.160
H  -3.9676  -1.2543  -4.6151  0.358
H  -3.0820  0.8421  -5.6145  0.371
H  -3.6851  -0.0669  -6.8761  0.358
H  0.2987  0.4467  -6.9583  0.224
H  -0.2257  0.0395  -5.3491  0.241
H  -0.8621  1.5538  -6.0751  0.310
C  -7.1175  -2.6073  0.4131  -0.617
O  -8.0338  -3.5895  0.8038  -0.293
C  -9.3308  -3.1509  0.9291  -0.371
C  -10.1168  -4.3870  1.3122  -0.655
O  -9.6682  -4.9804  2.5373  -0.328
C  -10.1216  -4.2348  3.6524  -0.721
H  -7.2624  -1.8227  1.1558  0.286
H  -7.3454  -2.0825  -0.5147  0.219
H  -6.0826  -2.9490  0.4311  0.266
H  -9.7682  -2.7597  0.0105  0.308
H  -9.3873  -2.3876  1.7051  0.335
H  -9.9767  -5.0648  0.4701  0.315
H  -11.1857  -4.1805  1.3652  0.420
H  -9.8051  -4.8239  4.5131  0.273
H  -11.2081  -4.1708  3.7129  0.312
H  -9.6312  -3.2778  3.8301  0.252
C  1.1640  -3.2087  9.0535  -0.917
O  1.9438  -2.4483  8.1342  -0.382
C  2.4621  -1.2657  8.7858  -0.746
C  2.8999  -0.2669  7.7644  -0.523
O  3.5262  -0.8398  6.6517  -0.302
C  3.9507  0.1112  5.6236  -0.806
H  0.6515  -3.9398  8.4282  0.266
H  0.3488  -2.6507  9.5140  0.373
H  1.7578  -3.8063  9.7451  0.313
H  3.3727  -1.5357  9.3205  0.325
H  1.8154  -0.7631  9.5051  0.429
H  3.5011  0.4560  8.3158  0.345
H  2.0261  0.2426  7.3582  0.476
H  4.1355  -0.3825  4.6696  0.380
H  4.8749  0.6158  5.9056  0.292
H  3.2417  0.9322  5.5167  0.306
C  9.7443  8.9820  -6.8776  -0.749
O  9.0652  8.0211  -6.0359  -0.316
C  8.3766  8.5879  -4.9236  -0.437
C  7.7369  7.4899  -4.1051  -0.542
O  6.7280  6.7017  -4.7492  -0.333
C  6.1137  5.7058  -3.8859  -0.708
H  10.0915  8.5977  -7.8367  0.273
H  10.7129  9.3805  -6.5757  0.289
H  9.0183  9.7604  -7.1121  0.306
H  7.6144  9.3345  -5.1466  0.365
H  9.1726  9.0059  -4.3074  0.319
H  7.2488  7.8447  -3.1973  0.388
H  8.5790  6.8565  -3.8261  0.282
H  6.8071  5.0800  -3.3241  0.293
H  5.3377  5.1539  -4.4164  0.276
H  5.5936  6.2850  -3.1229  0.293
C  6.1607  -3.6970  7.4016  -0.928
O  4.9707  -4.3266  7.0159  -0.396
C  4.8530  -5.5710  7.7658  -0.841
C  3.8138  -6.3950  6.9670  -0.461
O  2.8324  -5.5456  6.3127  -0.197
C  1.7589  -6.3313  5.7790  -0.771
H  6.2854  -2.8700  6.7025  0.238
H  7.0259  -4.3553  7.3228  0.357
H  5.9988  -3.3038  8.4052  0.346
H  4.4039  -5.3328  8.7301  0.308
H  5.7981  -6.0794  7.9561  0.450
H  3.3338  -7.0042  7.7328  0.378
H  4.3104  -7.0730  6.2729  0.441
H  1.0731  -5.5898  5.3691  0.285
H  1.1849  -6.8747  6.5295  0.323
H  2.0744  -7.0161  4.9918  0.316
C  5.2708  -0.9916  -5.7789  -0.707
O  5.2164  -1.1713  -4.3472  -0.298
C  5.1391  0.0345  -3.5898  -0.330
C  5.1987  -0.2967  -2.1273  -0.490
O  6.4847  -0.8887  -1.8385  -0.299
C  7.5180  0.1314  -1.5535  -0.743
H  6.1283  -0.4096  -6.1165  0.291
H  4.3464  -0.4821  -6.0508  0.266
H  5.3130  -1.9618  -6.2739  0.244
H  4.1556  0.4673  -3.7727  0.354
H  5.8999  0.7457  -3.9116  0.235
H  4.4029  -0.9871  -1.8478  0.306
H  4.9047  0.5465  -1.5022  0.339
H  8.5513  -0.2107  -1.6112  0.307
H  7.2692  0.6589  -0.6327  0.301
H  7.6492  0.8258  -2.3833  0.228
C  0.2476  -4.3280  -2.9452  -0.681
O  -0.1807  -5.5279  -3.7512  -0.328
C  -1.4272  -6.0548  -3.2450  -0.391
C  -1.9682  -7.1626  -4.1810  -0.386
O  -0.8232  -7.7672  -4.9234  -0.312
C  -1.4888  -8.7644  -5.7434  -0.801
H  -0.6167  -3.7198  -2.6783  0.255
H  0.9856  -3.6971  -3.4407  0.260
H  0.7730  -4.7564  -2.0916  0.324
H  -2.2393  -5.3334  -3.1543  0.310
H  -1.2166  -6.5077  -2.2762  0.299
H  -2.7188  -6.7407  -4.8494  0.281
H  -2.4593  -7.8741  -3.5172  0.280
H  -2.2295  -9.4407  -5.3166  0.307
H  -0.7633  -9.5075  -6.0742  0.289
H  -1.8229  -8.2852  -6.6637  0.300
C  -5.8853  2.2494  -2.5004  -0.730
O  -6.8681  1.3170  -2.8967  -0.217
C  -7.7418  1.7871  -3.9374  -0.561
C  -8.7999  0.7125  -4.1532  -0.485
O  -8.3662  -0.1641  -5.2217  -0.310
C  -9.2425  -1.2685  -5.2312  -0.710
H  -6.3405  3.1275  -2.0424  0.333
H  -5.3673  2.5192  -3.4207  0.242
H  -5.1857  1.8744  -1.7534  0.243
H  -7.1045  1.8922  -4.8155  0.312
H  -7.9747  2.8024  -3.6163  0.417
H  -9.6958  1.2580  -4.4496  0.332
H  -8.9568  0.2762  -3.1667  0.290
H  -9.0324  -1.7620  -4.2823  0.280
H  -8.9586  -2.0217  -5.9662  0.273
H  -10.2983  -1.0863  -5.4314  0.293



2.
ORCA calculation (ωB97M-V/def2-TZVPD) on 5 unconnected molecules or ions with the total composition C42H97N3O2P.

Output
Highest occupied orbital energy   -15.112 eV
Net charge   +3
ΔE to the lowest compared entry with this formula, charge and spin   11.60 kcal per mole
Maximum force   0.0356 Eh/bohr
LUMO energy   -6.09 eV

Last column: Mulliken charge in e.
Positions of all 145 atoms, in Å:
O  -0.0908  -0.3314  0.4644  1.559
H  -0.4808  -0.4547  1.3242  -1.922
C  0.5129  7.0909  -1.9903  -1.064
C  -0.9262  6.5890  -2.1464  -0.732
C  -1.1620  5.2586  -1.4286  0.109
C  -0.4085  4.0934  -2.0621  -0.895
P  -0.4107  2.5047  -1.1601  -0.532
C  1.0671  1.5859  -1.6651  0.731
C  1.4588  1.6659  -3.1699  -1.189
C  1.0005  0.4376  -3.9533  0.809
C  1.8356  0.0512  -5.1944  -1.593
C  -1.8312  1.5159  -1.7271  0.910
C  -3.1987  2.0357  -1.2891  -0.812
C  -4.3266  1.0600  -1.5676  0.449
C  -5.7489  1.5803  -1.2674  -1.686
C  -0.3807  2.8284  0.6673  0.956
C  0.7321  3.8210  1.0850  -0.706
C  0.2438  4.9735  1.9575  -0.340
C  1.3623  5.9717  2.2197  -1.669
H  0.7157  7.2682  -0.9288  0.213
H  0.6443  8.0408  -2.5025  0.429
H  1.2320  6.3525  -2.3454  0.264
H  -1.0903  6.5124  -3.2255  0.364
H  -1.6079  7.3435  -1.7559  0.406
H  -2.2322  5.0396  -1.4250  0.248
H  -0.8427  5.4062  -0.3961  -0.432
H  0.6666  4.2868  -2.1040  0.670
H  -0.8374  3.8608  -3.0385  0.621
H  0.8619  0.5508  -1.3836  -1.233
H  1.9020  1.9319  -1.0511  0.549
H  2.5508  1.6866  -3.1983  0.603
H  1.1590  2.6288  -3.5830  0.370
H  -0.0634  0.4802  -4.2091  0.228
H  1.0529  -0.4417  -3.2981  -0.538
H  1.7926  -1.0191  -5.3553  0.362
H  2.8622  0.3957  -5.0449  0.370
H  1.5114  0.6452  -6.0490  0.388
H  -1.6888  0.5233  -1.2870  -1.401
H  -1.7564  1.4190  -2.8132  1.175
H  -3.3949  3.0298  -1.7079  0.303
H  -3.2016  2.2948  -0.2182  0.278
H  -4.1688  0.1125  -1.0400  -0.445
H  -4.2351  0.8657  -2.6433  0.499
H  -5.9539  2.2968  -2.0631  0.465
H  -5.7313  2.0747  -0.2955  0.293
H  -6.5238  0.8208  -1.2892  0.390
H  -0.2307  1.9041  1.2200  -1.014
H  -1.3537  3.2385  0.9465  0.756
H  1.1447  4.2376  0.1568  0.377
H  1.6180  3.4357  1.5977  0.516
H  -0.1698  4.6005  2.9012  0.353
H  -0.6283  5.4726  1.5232  0.462
H  2.0163  6.1899  1.3729  0.329
H  2.1023  5.5231  2.8985  0.423
H  1.0413  6.8748  2.7325  0.399
C  -2.6982  -2.8382  0.3343  -0.376
C  -2.4919  -3.9570  -0.6648  -1.060
N  -1.2304  -3.7797  -1.5303  0.089
C  -1.2802  -4.8792  -2.5383  -1.047
C  -1.2505  -2.4282  -2.2463  0.487
C  -2.5789  -2.1429  -2.9182  -1.394
C  -0.0238  -3.9543  -0.6292  -0.157
C  1.2712  -4.2377  -1.3838  -0.829
O  1.5828  -3.2567  -2.3686  0.336
C  2.2602  -3.7964  -3.5106  -0.736
H  -2.4027  -3.1029  1.3504  0.488
H  -3.7497  -2.6044  0.5298  0.605
H  -2.2576  -1.8665  0.0994  -0.266
H  -3.2512  -4.0935  -1.4263  0.419
H  -2.3961  -4.8828  -0.1015  0.556
H  -2.2225  -4.9183  -3.0765  0.546
H  -1.1603  -5.8480  -2.0542  0.400
H  -0.4778  -4.7520  -3.2605  0.311
H  -0.4175  -2.5001  -2.9382  0.574
H  -1.0209  -1.6737  -1.4909  -0.609
H  -3.4121  -1.9418  -2.2449  0.233
H  -2.9189  -2.9810  -3.5291  0.410
H  -2.5001  -1.2937  -3.5957  0.365
H  -0.2905  -4.7325  0.0788  0.568
H  0.0572  -2.9793  -0.1346  -0.284
H  1.2167  -5.1783  -1.9386  0.931
H  2.1017  -4.3141  -0.6772  -0.190
H  2.2950  -3.0188  -4.2721  0.038
H  1.8676  -4.7236  -3.9258  0.456
H  3.3073  -3.8915  -3.2060  0.186
C  -6.4715  -0.0006  1.9942  -1.423
C  -5.2193  0.6765  2.5425  -0.472
C  -3.9440  -0.1112  2.2804  0.412
C  -2.6369  0.6392  2.5971  1.000
N  -1.8021  0.0477  3.7035  0.486
C  -2.4970  0.2690  5.0398  -0.503
C  -1.4074  0.4956  6.0993  -0.876
C  -0.0495  0.5210  5.3203  -0.600
C  -0.4763  0.8055  3.9120  0.010
C  -1.4429  -1.3961  3.5340  -1.067
H  -6.3437  -0.2076  0.9295  0.200
H  -7.3744  0.5725  2.1831  0.403
H  -6.6221  -0.9835  2.4524  0.414
H  -5.3480  0.9247  3.5987  0.364
H  -5.1426  1.6258  1.9965  0.294
H  -3.9655  -0.4095  1.2305  -1.161
H  -4.0119  -1.0360  2.8629  0.677
H  -2.9458  1.6627  2.8061  0.892
H  -2.0173  0.6080  1.6996  -1.747
H  -3.1647  -0.5775  5.1975  0.433
H  -3.1481  1.1279  4.9003  0.431
H  -1.3231  -0.1862  6.9410  0.355
H  -1.5685  1.4736  6.5512  0.348
H  0.4500  -0.4269  5.5092  0.346
H  0.5763  1.3161  5.7184  0.439
H  0.1979  0.5673  3.0900  -0.213
H  -0.8317  1.8306  3.7847  0.299
H  -0.6517  -1.5217  2.7970  0.074
H  -2.3047  -1.9607  3.1939  0.431
H  -1.0897  -1.8081  4.4760  0.497
C  4.6800  -5.9733  -0.3266  -0.878
C  5.7470  -4.9089  -0.5508  -0.881
C  5.2330  -3.4553  -0.6395  0.172
C  4.7905  -2.9648  0.7129  -0.901
N  4.2789  -1.5164  0.7148  0.666
C  5.2825  -0.5328  0.1513  -0.744
C  5.0255  0.7769  0.9380  -0.890
C  4.2060  0.3972  2.1669  0.136
C  4.0552  -1.1307  2.1520  -0.821
C  2.9737  -1.3359  -0.0321  -1.325
H  5.0520  -6.9465  -0.6349  0.405
H  3.7588  -5.8014  -0.8870  0.071
H  4.3496  -5.9766  0.7150  0.324
H  6.2813  -5.1071  -1.4823  0.436
H  6.5407  -4.9591  0.1987  0.401
H  4.4800  -3.4429  -1.4281  -0.326
H  6.0366  -2.7885  -0.9612  0.617
H  5.6412  -2.8721  1.3868  0.540
H  4.0294  -3.6002  1.1656  0.261
H  5.0906  -0.4599  -0.9168  0.380
H  6.2772  -0.9580  0.2652  0.647
H  4.4496  1.5269  0.3969  0.336
H  6.0049  1.2117  1.1255  0.373
H  3.2107  0.8357  2.1311  -0.516
H  4.7826  0.6847  3.0441  0.578
H  3.0975  -1.4213  2.5698  0.471
H  4.8874  -1.5102  2.7426  0.495
H  3.1385  -1.7032  -1.0402  0.651
H  2.6573  -0.2967  -0.0217  0.041
H  2.1990  -1.9032  0.4776  0.069